No. 1
The following is a DFT calculation (ωB97M-V with the def2-TZVPD basis set) of a molecular structure, C24H21NO4S2 at a distorted geometry.

```
52
Properties=species:S:1:pos:R:3
C 4.7289 -0.4483 1.0772
N 3.3051 -0.7196 1.1064
C 2.3043 0.1903 0.9855
C 1.0450 -0.4505 1.0032
C -0.1596 0.1946 0.6193
C -1.4427 -0.5058 0.8683
C -1.7442 -1.6565 0.1154
C -2.9216 -2.3728 0.3174
C -3.8037 -1.9528 1.3167
C -5.0599 -2.7187 1.5639
C -3.5528 -0.7754 2.0393
C -2.3813 -0.0445 1.8138
C 1.3371 -1.8400 1.3670
C 0.5767 -2.9279 1.7973
C 1.2183 -4.1315 2.1214
C 2.6235 -4.2535 2.0895
C 3.4166 -3.1374 1.7349
C 2.7520 -1.9702 1.3711
H 5.2730 -1.3920 1.0345
H 5.0256 0.1191 0.1910
H 5.0101 0.1179 1.9741
H 2.5077 1.2373 0.8912
H -0.1857 1.2673 0.8073
H -1.0159 -1.9681 -0.6364
H -3.1645 -3.2445 -0.2949
H -5.6243 -2.2403 2.3690
H -5.7038 -2.8320 0.6801
H -4.7697 -3.7224 1.8802
H -4.2919 -0.4509 2.7961
H -2.1604 0.8594 2.3875
H -0.4976 -2.8516 1.8529
H 0.6204 -5.0142 2.3833
H 3.0947 -5.2151 2.3799
H 4.5082 -3.2039 1.7883
C -0.7454 5.3183 -3.7950
C -1.4339 4.2373 -3.2122
C -0.7403 3.1987 -2.5903
C 0.6322 3.2269 -2.5509
C 1.3458 4.2879 -3.1019
C 0.6707 5.3452 -3.7330
S 1.3247 1.8895 -1.5426
O 2.3656 1.2135 -2.2780
O 1.6366 2.5658 -0.2848
C -0.0459 0.8571 -1.3486
S -1.4532 1.8126 -1.6489
O -1.9388 2.3351 -0.3900
O -2.3492 1.0858 -2.5239
H -1.3014 6.1168 -4.3035
H -2.5193 4.1516 -3.2210
H 2.4296 4.2350 -3.0289
H 1.2345 6.1684 -4.1832
H 0.0198 0.0092 -2.0547
```

For the LUMO energy, the calculation gives -0.20 eV. As for the HOMO-LUMO gap: 0.280 Ha. Its multiplicity is 1.

Atomic partial charges in e from the Löwdin method, atoms 1 to 6: atom 1 (C): -0.001, atom 2 (N): -0.076, atom 3 (C): 0.020, atom 4 (C): -0.125, atom 5 (C): -0.055, atom 6 (C): -0.223

No. 2
The following is a DFT calculation (ωB97M-V with the def2-TZVPD basis set) of a molecular structure, C8H15NO13Y at a distorted geometry.

```
38
Properties=species:S:1:pos:R:3
Y 0.2951 -0.5739 0.7933
O 4.2184 -1.2170 -0.7454
C 3.0374 -1.0568 -0.1675
O 2.0304 -1.7664 -0.4079
O 2.7736 -0.1626 0.6677
H 4.7713 -0.4964 -0.4120
O 1.1361 -0.3894 4.9394
C 0.9462 -0.4353 3.6143
O 0.7980 -1.5676 3.0327
O 0.7165 0.5528 2.8865
H 1.1360 -1.3732 5.0218
O -1.5114 -4.7750 0.1051
C -1.7348 -3.4474 0.0094
O -0.8349 -2.6244 0.4384
O -2.6629 -3.0690 -0.7040
H -0.6605 -4.8908 0.5504
O -3.8175 0.9892 1.7972
C -3.1073 0.3736 0.8213
O -3.6598 -0.0818 -0.1730
O -1.8541 0.2552 1.0575
H -3.2103 1.4844 2.3559
C 0.0937 0.8822 -3.5420
C 0.5588 0.7429 -2.0754
C 0.1437 1.9849 -1.3337
O 0.3743 1.6995 0.0653
C 0.1209 2.8952 0.8132
N -0.2461 -0.3751 -1.5404
H 0.2315 -0.0157 -4.1440
H 0.4990 1.7123 -4.1271
H -0.9822 1.0530 -3.4645
H 1.6338 0.6151 -1.9609
H -0.9280 2.2112 -1.3572
H 0.6359 2.8585 -1.7731
H 0.7095 3.7048 0.3728
H 0.2777 2.8024 1.8813
H -0.9109 3.1809 0.5813
H 0.1755 -1.2020 -1.9698
H -1.1924 -0.4784 -1.9071
```

The total charge is -1. For the LUMO energy, the calculation gives 2.43 eV. As for the HOMO-LUMO gap: 0.280 Ha. Its multiplicity is 1. The calculation puts the relative energy (zero: lowest compared OMol25 entry of this formula, charge and spin) at 0.0 kcal/mol.

Atomic partial charges in e from the Löwdin method, atoms 1 to 6: atom 1 (Y): 1.689, atom 2 (O): 0.139, atom 3 (C): -0.807, atom 4 (O): -0.088, atom 5 (O): -0.072, atom 6 (H): 0.123

No. 3
The following is a DFT calculation (ωB97M-V with the def2-TZVPD basis set) of C5H8S3 in the gas phase at a distorted geometry.

```
16
Properties=species:S:1:pos:R:3
C -0.4715 1.1547 0.0948
C 2.1595 -1.5756 0.5819
C 1.0587 -1.3078 -0.3396
C -1.1885 1.9773 -0.9246
C -0.9451 -0.0099 0.5869
S 1.1063 1.6342 0.6015
S 2.2235 -0.0811 -0.4979
S -2.4832 -0.6896 0.0762
H 2.0354 -1.2981 1.6217
H 2.8967 -2.3569 0.4155
H 0.7965 -1.9236 -1.1798
H -0.5323 2.7455 -1.3251
H -2.0480 2.4622 -0.4579
H -1.5590 1.3539 -1.7362
H -0.4901 -0.4930 1.4327
H -2.5587 -1.5922 1.0500
```

For the LUMO energy, the calculation gives 0.22 eV. As for the HOMO-LUMO gap: 0.299 Ha. Its multiplicity is 1. The calculation puts the relative energy (zero: lowest compared OMol25 entry of this formula, charge and spin) at 73.0 kcal/mol.

Atomic partial charges in e from the Löwdin method, atoms 1 to 6: atom 1 (C): -0.855, atom 2 (C): -0.377, atom 3 (C): -0.505, atom 4 (C): -0.149, atom 5 (C): -0.600, atom 6 (S): 0.628

No. 4
The following is a DFT calculation (ωB97M-V with the def2-TZVPD basis set) of a gas-phase ion, C5H12N (charge +1) at a distorted geometry.

```
18
Properties=species:S:1:pos:R:3
C -1.2450 2.3964 -0.6183
C -1.4338 1.1264 -0.3243
C -0.5026 0.0195 -0.7503
C 0.5333 -0.2511 0.3321
C 0.0597 -1.1668 1.4419
N 1.6668 -1.0533 -0.3814
H -1.9366 3.1806 -0.3404
H -0.4381 2.7935 -1.2343
H -2.2303 0.8547 0.3590
H -1.0509 -0.9044 -0.9278
H -0.0012 0.3876 -1.6475
H 1.0572 0.6591 0.6155
H 0.8694 -1.4189 2.1332
H -0.7009 -0.6826 2.0375
H -0.3333 -2.0836 0.9875
H 2.3630 -1.3988 0.2799
H 2.0766 -0.5611 -1.1768
H 1.2468 -1.8973 -0.7855
```

Its structure (SMILES) is C=CC[C@@H](C)[NH3+]. The total charge is +1. For the LUMO energy, the calculation gives -3.58 eV. As for the HOMO-LUMO gap: 0.371 Ha. Its multiplicity is 1. The calculation puts the relative energy (zero: lowest compared OMol25 entry of this formula, charge and spin) at 23.3 kcal/mol.

Atomic partial charges in e from the Löwdin method, atoms 1 to 6: atom 1 (C): 0.032, atom 2 (C): -0.175, atom 3 (C): -0.176, atom 4 (C): -0.316, atom 5 (C): -0.027, atom 6 (N): 0.203

No. 5
The following is a DFT calculation (ωB97M-V with the def2-TZVPD basis set) of 13 unconnected molecules or ions with the total composition C28H84BNO16S at a distorted geometry.

```
131
Properties=species:S:1:pos:R:3
C 1.1672 0.0890 5.0806
O 1.1923 -0.4416 3.7896
C 0.2117 -1.4616 3.4985
C -1.1793 -0.9484 3.3178
N -1.1438 0.3660 2.4975
H -0.6922 1.0438 3.0947
H -0.5419 0.2545 1.6941
C -2.5264 0.9127 2.1638
C -3.4382 1.2388 3.3539
O -2.6879 1.6673 4.4753
C -3.0438 1.2246 5.7276
H 1.3767 -0.5519 5.9370
H 0.2612 0.6427 5.3272
H 1.9036 0.8884 5.1631
H 0.1705 -2.2626 4.2366
H 0.4920 -1.8487 2.5189
H -1.6914 -0.6995 4.2473
H -1.7223 -1.6990 2.7435
H -2.9998 0.2512 1.4383
H -2.3308 1.8079 1.5736
H -4.1473 0.4523 3.6120
H -4.2443 1.9304 3.1091
H -4.1044 1.1938 5.9771
H -2.4774 1.8054 6.4557
H -2.6810 0.2184 5.9371
B 0.1625 0.0293 -0.3247
H -0.1777 0.1178 -1.3449
H -0.3079 -0.8397 0.1087
H 1.2379 -0.0586 -0.3238
H -0.0671 0.8867 0.2887
C 1.6324 4.8885 3.0046
C 0.5167 3.9369 3.4099
O 0.7415 2.7412 2.7363
H 1.7942 4.7082 1.9418
H 2.6083 4.5872 3.3854
H 1.4883 5.9357 3.2702
H -0.4849 4.3097 3.1956
H 0.6513 3.7404 4.4735
H 0.8025 2.8073 1.7805
C -2.5653 -0.8522 -4.2733
C -3.3712 0.3313 -4.8054
O -4.1397 0.0134 -5.9015
H -2.0778 -0.6659 -3.3164
H -1.8676 -1.1188 -5.0672
H -3.2901 -1.6502 -4.1123
H -2.6545 1.0807 -5.1414
H -4.0527 0.8687 -4.1459
H -4.1046 0.7390 -6.5291
C -1.0317 -6.0207 4.3985
C -0.6832 -5.8067 2.8881
O -0.5621 -4.4519 2.7096
H -0.3103 -5.4238 4.9564
H -0.8031 -7.0323 4.7340
H -2.0494 -5.8017 4.7216
H -1.5013 -6.2537 2.3233
H 0.2508 -6.2260 2.5139
H -0.7381 -4.2319 1.7919
C 4.0492 -1.1854 1.5221
C 5.4488 -1.8316 1.2877
O 6.2062 -1.0541 0.4102
H 4.1857 -0.3065 2.1521
H 3.4456 -1.7285 2.2493
H 3.4239 -0.9650 0.6569
H 5.2557 -2.7814 0.7891
H 5.9522 -1.8678 2.2538
H 5.8300 -1.0983 -0.4719
C 4.1356 2.7991 0.7964
C 3.4909 2.0802 -0.4269
O 2.0871 2.2790 -0.3098
H 5.2202 2.7117 0.7321
H 3.7137 2.3072 1.6728
H 3.7829 3.8304 0.8100
H 3.6729 1.0057 -0.4109
H 3.9005 2.4980 -1.3466
H 1.5738 1.4768 -0.1892
C -7.1642 2.1740 -0.2217
C -5.6401 2.0914 0.0153
O -5.1078 0.9825 -0.5586
H -7.6437 3.0712 0.1696
H -7.7868 1.4215 0.2623
H -7.4533 2.3742 -1.2535
H -5.3482 2.1286 1.0648
H -5.1394 2.9839 -0.3601
H -4.2457 1.2431 -0.8909
C -2.4554 3.2687 -2.9813
C -1.8724 2.5720 -1.7349
O -2.4696 1.2848 -1.4177
H -2.4204 2.6400 -3.8710
H -1.7428 4.0621 -3.2069
H -3.4270 3.7571 -2.9077
H -2.0871 3.1948 -0.8665
H -0.7868 2.5230 -1.8203
H -1.6848 0.8082 -1.1374
C 5.0006 -1.1646 -4.4880
C 5.7303 -1.2814 -3.1459
O 5.0136 -0.9702 -1.9508
H 4.7072 -0.1584 -4.7873
H 4.0438 -1.6783 -4.3946
H 5.6232 -1.5768 -5.2821
H 6.5573 -0.5826 -3.2717
H 6.1737 -2.2761 -3.1003
H 4.0701 -1.1306 -2.0265
C 2.4021 -3.3484 -0.9666
C 1.7014 -2.5614 -2.0577
O 2.2056 -1.2602 -2.0797
H 3.4864 -3.3246 -1.0750
H 2.0133 -4.3662 -0.9992
H 2.1568 -2.8089 -0.0518
H 0.6142 -2.5351 -1.9830
H 2.0055 -3.0325 -2.9923
H 1.6856 -0.7333 -1.4685
C -2.7690 -2.6688 -1.2634
C -2.2895 -3.2713 0.0507
O -0.9294 -3.0899 0.3434
H -3.8501 -2.7301 -1.3882
H -2.2343 -3.0080 -2.1507
H -2.5262 -1.6084 -1.1953
H -2.3408 -4.3367 -0.1738
H -2.9437 -3.1244 0.9101
H -0.7096 -2.1869 0.1027
C 0.8489 0.6683 -4.3984
C 1.9566 1.4158 -3.6049
O 2.0423 2.6703 -4.2237
S 1.2021 2.8726 -5.5778
O 1.9284 3.4928 -6.6554
O -0.0927 3.4434 -5.2417
O 1.0591 1.1602 -5.7065
H -0.1212 1.0199 -4.0472
H 0.9131 -0.4139 -4.2858
H 2.8926 0.8573 -3.6018
H 1.7042 1.5151 -2.5492
```

For the LUMO energy, the calculation gives 0.12 eV. As for the HOMO-LUMO gap: 0.340 Ha. Its multiplicity is 1.

Atomic partial charges in e from the Löwdin method, atoms 1 to 6: atom 1 (C): -0.117, atom 2 (O): -0.164, atom 3 (C): -0.172, atom 4 (C): -0.063, atom 5 (N): 0.094, atom 6 (H): 0.116

No. 6
The following is a DFT calculation (ωB97M-V with the def2-TZVPD basis set) of C2HClN2O in the gas phase at a distorted geometry.

```
7
Properties=species:S:1:pos:R:3
N -2.2864 2.4324 -0.0234
C -1.1926 2.0997 0.0681
N 0.1215 1.7876 0.0062
C 0.5691 0.5961 0.0393
O 1.7312 0.0033 0.0053
Cl 3.4469 0.7101 0.0575
H 0.0243 -0.4014 0.1090
```

Its structure (SMILES) is N#C/N=C/OCl. For the LUMO energy, the calculation gives -2.39 eV. As for the HOMO-LUMO gap: 0.315 Ha. Its multiplicity is 1. The calculation puts the relative energy (zero: lowest compared OMol25 entry of this formula, charge and spin) at 78.8 kcal/mol.

Atomic partial charges in e from the Löwdin method, atoms 1 to 6: atom 1 (N): 0.139, atom 2 (C): -0.332, atom 3 (N): 0.120, atom 4 (C): -0.313, atom 5 (O): -0.393, atom 6 (Cl): 0.591